The following is a quantum chemistry calculation of 2 unconnected molecules or ions with the total composition C5H13O3P in a non-equilibrium geometry, from OMol25.

Positions of all 22 atoms, in Å:
C1 1.109 1.828 1.950
C2 1.092 -0.226 -2.166
C3 -1.920 -1.061 -1.391
C4 -0.956 0.926 1.238
C5 0.100 -0.579 -0.109
O1 -0.091 1.183 2.320
O2 0.645 0.360 -0.907
O3 -0.852 -1.473 -0.541
P1 1.168 -1.620 0.932
H1 0.920 2.378 1.076
H2 1.840 1.106 1.675
H3 1.578 2.268 2.800
H4 1.679 -1.086 -2.153
H5 1.755 0.628 -2.520
H6 0.301 -0.364 -2.818
H7 -1.755 -0.035 -1.722
H8 -2.911 -1.218 -0.871
H9 -1.851 -1.673 -2.295
H10 -1.144 1.775 0.594
H11 -1.830 0.451 1.623
H12 0.841 -0.897 2.156
H13 0.280 -2.673 1.130

Summary:
HOMO-LUMO gap   0.29849 Ha
E_HOMO   -7.3 eV
ΔE to the lowest compared entry with this formula, charge and spin   579.46 kJ/mol
Energy   -20821.8054 eV
Charge   0

=====

The following is a quantum chemistry calculation of a molecular structure, C5H13O3Zn in a non-equilibrium geometry, from OMol25.

Positions of all 22 atoms, in Å:
C1 -0.370 1.079 0.306
O1 0.562 0.208 -0.316
C2 0.105 -1.104 -0.458
C3 1.179 -1.969 -1.070
O2 2.249 -2.125 -0.171
C4 3.311 -2.877 -0.698
H1 0.156 2.036 0.468
H2 -0.558 0.711 1.335
H3 -0.791 -1.134 -1.111
H4 -0.192 -1.521 0.524
H5 1.532 -1.506 -2.011
H6 0.744 -2.954 -1.320
H7 3.731 -2.401 -1.601
H8 4.095 -2.933 0.067
H9 2.984 -3.899 -0.960
Zn1 -2.008 1.561 -0.778
O3 -3.067 2.300 0.659
H10 -4.004 2.451 0.478
C5 -2.523 3.335 1.493
H11 -3.233 3.551 2.297
H12 -1.598 2.929 1.914
H13 -2.301 4.262 0.952

Summary:
HOMO-LUMO gap   0.23814 Ha
E_HOMO   -12.3 eV
ΔE to the lowest compared entry with this formula, charge and spin   0.00 kJ/mol
Energy   -59946.3275 eV
Charge   +1

=====

The following is a quantum chemistry calculation of a single C5H13OP molecule in a non-equilibrium geometry, from OMol25.

Positions of all 20 atoms, in Å:
C1 1.040 -0.395 -1.362
C2 -1.616 -0.755 -1.048
C3 -0.369 1.535 -0.359
C4 0.018 -0.922 1.010
C5 -0.250 -0.189 -0.388
O1 0.856 0.109 3.475
P1 1.100 0.201 2.122
H1 0.711 0.019 -2.310
H2 1.357 -1.418 -1.622
H3 1.819 0.332 -1.113
H4 -2.368 -1.056 -0.292
H5 -2.126 0.051 -1.673
H6 -1.455 -1.647 -1.651
H7 -0.997 1.789 0.571
H8 0.585 2.060 -0.298
H9 -0.937 1.924 -1.199
H10 2.325 -0.171 1.758
H11 -0.886 -0.792 1.847
H12 1.155 1.420 1.673
H13 0.040 -2.095 0.857

Summary:
HOMO-LUMO gap (spin up / spin down)   0.15536 / 0.25364 Ha
E_HOMO (spin up / spin down)   -3.5 / -11.1 eV
2S+1   3
ΔE to the lowest compared entry with this formula, charge and spin   348.81 kJ/mol
Energy   -16723.1501 eV
Charge   0

=====

The following is a quantum chemistry calculation of 2 unconnected molecules or ions with the total composition C5H13OS2, from OMol25.

Positions of all 21 atoms, in Å:
C1 -0.439 1.434 -0.592
O1 -0.740 0.129 -0.419
C2 0.141 2.099 0.688
C3 -0.851 1.976 1.835
H1 -1.317 2.058 -0.882
H2 0.317 1.616 -1.398
H3 0.363 3.157 0.480
H4 1.100 1.658 0.975
H5 -0.433 2.346 2.781
H6 -1.146 0.943 2.002
H7 -1.752 2.565 1.640
C4 -0.426 -2.662 0.606
S1 0.613 -3.665 -0.506
S2 2.116 -2.313 -0.978
C5 1.200 -1.169 -2.058
H8 0.060 -2.544 1.576
H9 -0.615 -1.640 0.242
H10 -1.350 -3.229 0.721
H11 0.418 -0.701 -1.426
H12 1.882 -0.364 -2.342
H13 0.859 -1.693 -2.946

Summary:
HOMO-LUMO gap   0.24218 Ha
E_HOMO   -3.2 eV
ΔE to the lowest compared entry with this formula, charge and spin   1.07 kJ/mol
Energy   -29114.0166 eV
Charge   -1

=====

The following is a quantum chemistry calculation of 2 unconnected molecules or ions with the total composition C5H14 in a non-equilibrium geometry, from OMol25.

Positions of all 19 atoms, in Å:
C1 1.445 0.052 -0.084
C2 2.576 -0.016 0.937
C3 1.084 -1.325 -0.610
H1 0.540 0.339 0.456
H2 1.602 0.783 -0.873
H3 3.236 -0.888 0.816
H4 0.635 -2.019 0.098
H5 0.291 -1.231 -1.366
H6 2.205 -0.108 1.967
H7 3.280 0.830 0.900
H8 1.860 -1.819 -1.201
C4 -2.116 -0.056 -0.351
C5 -2.587 1.337 0.117
H9 -1.959 -0.642 0.562
H10 -2.818 -0.553 -1.020
H11 -1.185 0.151 -0.869
H12 -2.906 1.888 -0.777
H13 -1.770 1.968 0.476
H14 -3.415 1.309 0.823

Summary:
HOMO-LUMO gap (spin up / spin down)   0.09906 / 0.44141 Ha
E_HOMO (spin up / spin down)   1.5 / -7.7 eV
2S+1   2
ΔE to the lowest compared entry with this formula, charge and spin   38.59 kJ/mol
Energy   -5410.1090 eV
Charge   -1

=====

The following is a quantum chemistry calculation of 2 unconnected molecules or ions with the total composition C5H14, from OMol25.

Positions of all 19 atoms, in Å:
C1 -0.469 1.410 -0.890
C2 0.483 1.678 0.259
C3 1.925 1.898 -0.160
H1 -0.235 0.561 -1.532
H2 -1.493 1.305 -0.524
H3 -0.545 2.291 -1.540
H4 0.103 2.574 0.747
H5 0.448 0.963 1.082
H6 2.068 2.544 -1.037
H7 2.503 2.443 0.589
H8 2.421 0.953 -0.372
C4 -0.659 -2.991 0.830
C5 -1.220 -1.812 0.008
H9 -0.267 -3.755 0.162
H10 0.184 -2.632 1.420
H11 -1.365 -3.398 1.548
H12 -2.008 -1.304 0.561
H13 -1.541 -2.078 -0.994
H14 -0.417 -1.082 -0.068

Summary:
HOMO-LUMO gap   0.45737 Ha
E_HOMO   -11.3 eV
ΔE to the lowest compared entry with this formula, charge and spin   27.78 kJ/mol
Energy   -5411.7617 eV
Structure (SMILES)   CCC.CC
Charge   0

=====

The following is a quantum chemistry calculation of 2 unconnected molecules or ions with the total composition C5H14 in a non-equilibrium geometry, from OMol25.

Positions of all 19 atoms, in Å:
C1 -2.013 0.316 -0.489
C2 -1.918 -1.178 -0.073
C3 -0.508 -1.773 -0.453
H1 -1.909 0.894 0.433
H2 -2.914 0.575 -1.025
H3 -1.143 0.608 -1.076
H4 -2.060 -1.233 1.000
H5 -2.609 -1.793 -0.646
H6 -0.593 -2.320 -1.386
H7 0.182 -0.947 -0.594
H8 -0.141 -2.330 0.408
C4 2.268 0.864 1.156
C5 1.985 1.614 -0.120
H9 2.266 1.473 2.057
H10 1.349 0.316 1.500
H11 2.849 -0.027 0.982
H12 2.112 1.019 -1.014
H13 2.558 2.546 -0.233
H14 1.053 2.177 -0.289

Summary:
HOMO-LUMO gap   0.43664 Ha
E_HOMO   -10.8 eV
ΔE to the lowest compared entry with this formula, charge and spin   114.19 kJ/mol
Energy   -5410.8662 eV
Structure (SMILES)   CCC.CC
Charge   0

=====

The following is a quantum chemistry calculation of 2 unconnected molecules or ions with the total composition C5H14, from OMol25.

Positions of all 19 atoms, in Å:
C1 -0.200 2.097 2.501
C2 -0.265 1.044 1.379
C3 1.028 0.971 0.583
H1 0.377 2.954 2.163
H2 -1.189 2.378 2.848
H3 0.337 1.689 3.364
H4 -1.120 1.306 0.755
H5 -0.469 0.078 1.833
H6 0.926 0.647 -0.451
H7 1.734 0.272 1.041
H8 1.563 1.927 0.586
C4 -0.858 -1.409 -2.265
C5 0.198 -2.434 -1.877
H9 -1.732 -1.443 -1.617
H10 -0.460 -0.395 -2.221
H11 -1.204 -1.546 -3.290
H12 1.087 -2.357 -2.504
H13 -0.233 -3.434 -1.999
H14 0.479 -2.346 -0.831

Summary:
HOMO-LUMO gap   0.46084 Ha
E_HOMO   -11.4 eV
ΔE to the lowest compared entry with this formula, charge and spin   14.20 kJ/mol
Energy   -5411.9025 eV
Structure (SMILES)   CCC.CC
Charge   0

=====

The following is a quantum chemistry calculation of 2 unconnected molecules or ions with the total composition C5H14 in a non-equilibrium geometry, from OMol25.

Positions of all 19 atoms, in Å:
C1 0.395 2.211 0.714
C2 1.637 1.300 0.818
C3 1.352 -0.125 1.215
H1 0.079 2.446 1.731
H2 0.769 3.177 0.367
H3 -0.333 1.793 0.029
H4 2.109 1.351 -0.174
H5 2.415 1.809 1.390
H6 2.224 -0.780 1.155
H7 0.941 -0.125 2.225
H8 0.626 -0.639 0.579
C4 -1.739 -2.186 -1.627
C5 -1.332 -0.908 -0.917
H9 -1.389 -3.109 -1.169
H10 -2.823 -2.200 -1.729
H11 -1.280 -2.290 -2.612
H12 -0.306 -0.670 -1.145
H13 -2.024 -0.075 -1.027
H14 -1.322 -0.981 0.176

Summary:
HOMO-LUMO gap   0.44938 Ha
E_HOMO   -11.1 eV
ΔE to the lowest compared entry with this formula, charge and spin   49.35 kJ/mol
Energy   -5411.5382 eV
Structure (SMILES)   CCC.CC
Charge   0

=====

The following is a quantum chemistry calculation of 2 unconnected molecules or ions with the total composition C5H14 in a non-equilibrium geometry, from OMol25.

Positions of all 19 atoms, in Å:
C1 -2.582 -0.440 0.403
C2 -1.759 0.181 -0.770
C3 -1.222 -0.848 -1.770
H1 -2.648 -1.512 0.285
H2 -3.588 -0.038 0.481
H3 -2.068 -0.199 1.327
H4 -2.435 0.836 -1.320
H5 -0.955 0.751 -0.311
H6 -1.514 -0.717 -2.812
H7 -0.160 -0.963 -1.826
H8 -1.577 -1.829 -1.469
C4 2.459 -0.161 1.031
C5 2.718 1.363 0.944
H9 1.780 -0.399 0.221
H10 3.360 -0.746 0.930
H11 1.980 -0.510 1.940
H12 1.951 1.804 0.306
H13 3.701 1.532 0.528
H14 2.557 1.895 1.882

Summary:
HOMO-LUMO gap   0.45910 Ha
E_HOMO   -11.4 eV
ΔE to the lowest compared entry with this formula, charge and spin   54.18 kJ/mol
Energy   -5411.4881 eV
Structure (SMILES)   CCC.CC
Charge   0

=====

What is the energy in the fifth record?
-5410.1090 eV